{"formula": "C6H8OS", "method": "the ωB97M-V functional and the def2-TZVPD basis", "elements": ["C", "C", "C", "H", "H", "H", "H", "O", "C", "H", "H", "H", "H", "C", "S", "C"], "coordinates": [[-0.98, 1.57, -0.28], [-1.00, -1.66, -0.12], [0.31, 1.61, -0.25], [-1.58, 2.60, -0.67], [-0.31, -1.81, -0.97], [0.98, 2.52, -0.43], [-0.46, -0.69, 2.00], [-2.14, -0.65, -0.63], [0.80, 0.41, 0.57], [-1.50, -2.65, 0.42], [-2.41, 0.68, 1.15], [1.22, 0.82, 1.42], [3.35, -0.04, 0.74], [-0.50, -0.40, 0.86], [2.25, -0.47, -0.30], [-1.66, 0.35, 0.28]], "nbo_charge": [-0.19, -0.07, -0.21, 0.21, 0.20, 0.23, 0.23, -0.54, -0.32, 0.22, 0.18, 0.22, 0.16, -0.26, -0.11, 0.04], "fmax_ha_per_bohr": 0.127, "energy_ev": -19230.1363, "smiles": "S[C@H]1C=C[C@H]2OC[C@@H]12", "gap_ev": 9.6, "homo_ev": -9.2, "de_lowest_kcal_mol": 95.18}


{"formula": "C6H8OS", "method": "the ωB97M-V functional and the def2-TZVPD basis", "elements": ["C", "H", "C", "C", "H", "H", "C", "H", "S", "H", "H", "H", "H", "C", "O", "C"], "coordinates": [[1.19, 0.01, -0.87], [-0.19, -0.10, -2.53], [-1.43, -0.37, 0.34], [-0.12, -0.52, -1.57], [1.25, 0.99, -1.10], [0.77, 1.84, 1.99], [-1.14, 0.84, 1.21], [1.98, -0.58, -1.35], [-0.08, -1.54, 0.97], [2.04, -0.28, 1.24], [-2.40, -0.92, 0.55], [-1.93, 1.51, 1.69], [0.08, -1.62, -1.56], [1.07, -0.17, 0.68], [-1.32, -0.04, -1.06], [0.23, 0.98, 1.39]], "nbo_charge": [-0.43, 0.19, -0.05, -0.07, 0.20, 0.23, -0.25, 0.21, 0.18, 0.24, 0.22, 0.24, 0.18, -0.40, -0.52, -0.17], "fmax_ha_per_bohr": 0.072, "energy_ev": -19231.8920, "smiles": "C1=C[C@H]2OCC[C@@H]1S2", "gap_ev": 9.3, "homo_ev": -8.5, "de_lowest_kcal_mol": 54.70}


{"formula": "C6H8OS", "method": "the ωB97M-V functional and the def2-TZVPD basis", "elements": ["H", "H", "C", "H", "H", "C", "C", "O", "H", "H", "S", "H", "C", "C", "C", "H"], "coordinates": [[1.17, -1.08, -1.77], [-1.23, -0.20, -0.77], [0.74, 0.74, -1.02], [0.52, 1.54, -0.27], [-0.45, 1.00, 2.51], [-1.58, 0.92, 0.87], [0.64, -1.45, 0.34], [-1.94, 0.43, -0.36], [1.68, 0.21, -3.05], [0.19, -1.52, 2.45], [1.20, 1.50, -2.58], [-2.09, 1.77, 1.15], [-0.65, 0.30, 1.63], [0.02, -1.00, 1.45], [0.83, -0.63, -0.82], [0.96, -2.52, 0.24]], "nbo_charge": [0.20, 0.52, -0.30, 0.24, 0.22, 0.18, -0.25, -0.70, 0.13, 0.22, 0.03, 0.19, -0.38, -0.19, -0.34, 0.23], "fmax_ha_per_bohr": 0.097, "energy_ev": -19231.4744, "smiles": "O\\C=C/C=C\\C=C\\S", "gap_ev": 8.1, "homo_ev": -8.0, "de_lowest_kcal_mol": 64.33}